Molecular formula: C2HNO5
Method: DFT, the ωB97M-V functional and the def2-TZVPD basis

Bonds (Å) are listed after each position.
Positions of all 9 atoms, in Å:
1 O -2.47848 1.50241 -0.22218  C2 1.212
2 C -1.52591 0.77335 -0.04796  O1 1.212, O3 1.482, O8 1.368
3 O -1.17520 -0.37590 0.81959  C2 1.482, C4 1.271
4 C 0.04095 -0.73419 0.72415  O3 1.271, O5 1.130, N6 1.445
5 O 0.54845 -1.64463 1.15989  C4 1.130
6 N 0.72727 0.25423 -0.07530  C4 1.445, O7 1.368, O8 1.384
7 O 1.56078 -0.39510 -0.94363  N6 1.368, H9 1.147
8 O -0.35098 0.80257 -0.74744  C2 1.368, N6 1.384
9 H 2.65311 -0.18273 -0.66712  O7 1.147

## Properties
E_HOMO: -10.62 eV
gap between HOMO and LUMO: 0.3923 Eh
ΔE to the lowest compared entry with this formula, charge and spin: 39.03 kcal/mol
LUMO level: 0.0019 hartree
SMILES: O=c1oc(=O)n(O)o1